Computed, not measured: 2 unconnected molecules or ions with the total composition H2N2O2S in a non-equilibrium geometry, with ωB97M-V/def2-TZVPD.

Energy relative to the best compared isomer or geometry (same formula, charge and spin) (kJ/mol): 16.6
Spin multiplicity: 3
HOMO (spin up / spin down) (eV): -6.8 / -11.8

The geometry in XYZ format:
```
7
Properties=species:S:1:pos:R:3:forces:R:3:lowdin_charge:R:1
N 0.960119 -0.948432 -0.295485 1.904 6.550 1.988 -0.454
N 0.705931 -1.980895 -0.614013 -1.728 -6.467 -1.974 0.084
O 2.699414 0.830995 0.281246 0.765 0.106 0.053 -0.501
O -1.540571 0.395874 0.216466 0.199 0.975 0.155 -0.137
S 1.264663 0.591144 0.158529 -0.675 -0.227 -0.077 0.902
H -2.250403 -0.224289 0.025329 -0.267 0.521 -0.020 0.043
H -1.839154 1.335601 0.227926 -0.198 -1.458 -0.125 0.064
```
Forces are in eV/Å.